The following is a DFT calculation (ωB97M-V with the def2-TZVPD basis set) of a molecular structure, C11H11BrO2Ta in a non-equilibrium geometry.

Computed properties:
Molar mass = 436.1 g/mol
HOMO energy = -0.480 Eh
Frontier orbital gap = 7.35 eV
LUMO energy = -5.71 eV
Total charge = +1
Calculated total energy = -3207.0134 a.u.

Last column: natural (NBO) charge in e.
Geometry (Å):
C -2.081 -0.447 -0.054  -0.32
C -1.813 -1.020 1.236  -0.27
C -1.112 -0.060 1.997  -0.17
H -2.221 -1.959 1.630  0.29
C -0.823 1.098 1.183  -0.40
C -1.524 0.892 -0.046  -0.33
H -1.716 1.656 -0.788  0.29
H -2.764 -0.852 -0.803  0.30
H -0.987 -0.117 3.085  0.28
H -0.354 2.025 1.555  0.30
Ta 0.183 -0.531 -0.023  1.67
Br -0.160 -2.832 -0.754  -0.08
C 1.971 1.110 -1.353  -0.14
C 0.897 1.891 -1.864  -0.23
C -0.097 1.036 -2.392  -0.12
H 0.897 2.978 -1.947  0.26
C 0.349 -0.339 -2.244  -0.47
C 1.680 -0.289 -1.619  -0.52
H 2.431 -1.090 -1.687  0.32
H 2.963 1.503 -1.100  0.28
H -0.955 1.355 -2.997  0.26
H 0.024 -1.135 -2.920  0.30
O 2.277 -1.038 3.709  -0.50
C 1.302 -1.227 3.012  0.65
O 1.276 -1.051 1.671  -0.77
H 0.358 -1.555 3.513  0.11

***

The following is a DFT calculation (ωB97M-V with the def2-TZVPD basis set) of 3 unconnected molecules or ions with the total composition C4H14N3O in a non-equilibrium geometry.

Computed properties:
Molar mass = 120.2 g/mol
HOMO energy = -0.474 Eh
Relative energy (zero: lowest compared OMol25 entry of this formula, charge and spin) = 449.2 kJ/mol
Frontier orbital gap = 6.35 eV
LUMO energy = -6.54 eV
Total charge = +1
Calculated total energy = -399.9614 a.u.

Last column: natural (NBO) charge in e.
Geometry (Å):
C -1.257 -1.743 0.990  -0.21
C -1.499 -0.248 1.090  -0.49
C -0.850 0.590 0.016  0.22
C -0.564 -0.020 -1.295  0.26
N 0.011 0.637 -2.230  -0.59
N -0.378 1.745 0.241  -0.54
N 0.159 -2.021 0.830  -0.86
H -1.611 -2.254 1.873  0.24
H -1.839 -2.184 0.164  0.16
H -2.576 -0.042 1.107  0.26
H -1.116 0.076 2.053  0.25
H -0.940 -1.011 -1.534  0.25
H 1.469 2.265 -0.237  0.48
H -0.413 0.657 -3.153  0.45
H 0.541 1.443 -1.877  0.45
H -0.950 2.216 0.948  0.39
H 2.652 -0.068 0.864  -0.04
H 0.390 -2.986 0.996  0.40
H 0.743 -1.537 0.173  0.37
H 2.368 2.739 -1.329  0.47
H 3.355 -0.283 0.982  0.04
O 2.304 2.030 -0.673  -0.94

***

Question: Look up the frontier orbital gap of the first one.
Answer: 7.35 eV